Entry from the OMol25 dataset: a 2-piece molecular cluster, C5H11NO overall in a non-equilibrium geometry (ωB97M-V with the def2-TZVPD basis set).

Cartesian coordinates (Å):
O  1.843  0.017  1.333
N  1.836  0.672  -2.016
C  0.607  0.777  -1.332
C  -1.672  0.047  -0.602
C  -1.133  -0.205  1.894
C  -0.381  -0.112  -1.408
C  -1.410  -0.721  0.697
H  -2.573  -0.357  -1.048
H  2.030  -0.163  2.264
H  0.692  1.584  -0.607
H  -1.681  1.082  -0.277
H  -0.786  0.807  2.079
H  -0.127  -1.132  -1.684
H  1.910  -0.219  -2.495
H  -1.513  -1.806  0.632
H  2.623  0.700  -1.375
H  0.908  -0.123  1.177
H  -1.173  -0.848  2.767

Results
* SMILES: C=CC/C=C/N.O
* LUMO: 0.970 eV
* F_max: 2.91 eV/Å
* frontier orbital gap: 9.16 eV
* HOMO: -8.185 eV

---

Entry from the OMol25 dataset: C4H6NPS in the gas phase in a non-equilibrium geometry (ωB97M-V with the def2-TZVPD basis set).

Cartesian coordinates (Å):
S  1.108  1.626  -1.290
P  1.925  -1.704  1.281
N  1.674  0.672  -0.158
C  -0.481  -0.360  0.429
C  0.951  -0.461  0.447
C  -0.792  1.224  -1.504
C  -1.212  0.429  -0.364
H  -1.443  2.041  -1.514
H  -0.923  0.746  -2.410
H  1.744  -1.260  2.713
H  0.720  -2.364  1.495
H  -0.931  -0.953  1.211
H  -2.339  0.363  -0.335

Results
* SMILES: PC1=NSCC=C1
* LUMO (alpha / beta): -0.444 / -0.445 eV
* F_max: 7.66 eV/Å
* frontier orbital gap (alpha / beta): 7.33 / 7.33 eV
* HOMO (alpha / beta): -7.777 / -7.778 eV

---

Entry from the OMol25 dataset: C5H11N3 in the gas phase in a non-equilibrium geometry (ωB97M-V with the def2-TZVPD basis set).

Cartesian coordinates (Å):
N  -0.258  2.094  0.046
N  0.164  1.775  -1.376
N  0.786  0.174  0.404
C  -0.439  -1.725  1.665
C  0.617  -1.255  0.621
C  0.467  -0.801  -0.825
C  -0.102  1.118  0.869
C  -0.962  -0.970  -1.184
H  -0.541  1.158  1.966
H  -1.456  -1.233  1.584
H  1.524  -1.872  0.790
H  -0.903  -2.099  -1.387
H  -1.497  -0.514  -2.138
H  0.459  2.528  -1.976
H  1.264  -0.659  -1.600
H  0.961  1.169  -1.424
H  -0.136  -1.477  2.627
H  -1.359  -0.657  -0.293
H  -0.641  -2.836  1.465

Results
* SMILES: C[C@@H]1[C@H](C)N1/C=N\N
* LUMO: 0.947 eV
* F_max: 5.03 eV/Å
* frontier orbital gap: 9.23 eV
* HOMO: -8.285 eV

---

Entry from the OMol25 dataset: C34H38F6N10PSV as an isolated structure (ωB97M-V with the def2-TZVPD basis set).

Cartesian coordinates (Å):
V  -0.977  -1.554  0.898
S  -0.272  -0.575  -2.039
P  2.214  -1.461  1.176
F  3.044  -0.410  0.352
F  3.350  -2.463  1.484
F  1.778  -2.206  -0.197
F  0.733  -0.443  0.850
F  2.352  -0.632  2.505
F  1.045  -2.386  1.920
N  -4.957  0.270  -1.205
N  -1.334  6.701  4.284
N  -2.846  -0.924  0.127
N  -1.474  0.181  1.833
N  -0.115  -5.460  -0.178
N  -1.030  -3.451  0.041
N  -1.242  -1.986  2.992
N  2.221  0.246  -2.447
N  -0.400  -2.303  5.619
N  0.758  1.807  -1.531
C  -3.764  -1.657  -0.488
C  -2.174  1.103  1.176
C  3.016  -0.914  -4.478
C  -0.784  -0.936  3.722
C  -4.842  -1.041  -1.138
C  -3.020  0.428  0.155
C  -2.231  2.397  1.657
C  -0.992  0.373  3.056
C  -0.371  4.525  4.045
C  -2.556  4.972  3.170
C  -1.763  -3.968  -3.605
C  -1.558  2.695  2.858
C  -0.332  -1.119  5.016
C  -1.506  4.076  3.367
C  -1.777  -3.271  -2.411
C  -0.588  -5.849  -2.629
C  0.870  -1.629  -5.651
C  -1.334  -3.157  3.606
C  4.097  4.418  1.150
C  -0.935  -3.299  4.939
C  -0.338  5.844  4.468
C  -2.418  6.262  3.657
C  1.895  -0.525  -5.438
C  2.462  3.055  -0.207
C  3.351  4.294  -0.170
C  1.057  0.600  -1.968
C  -0.998  1.644  3.602
C  -1.180  -3.874  -1.300
C  -0.607  -5.137  -1.437
C  -0.381  -4.454  0.640
C  -4.059  1.005  -0.550
C  -1.179  -5.238  -3.716
C  2.578  -1.059  -3.031
C  1.681  2.962  -1.509
H  1.403  0.389  -5.088
H  -5.606  -1.640  -1.618
H  1.066  3.847  -1.670
H  3.065  2.155  -0.067
H  3.832  -0.186  -4.522
H  0.349  -1.908  -4.730
H  -4.194  2.080  -0.572
H  2.342  -0.265  -6.399
H  4.747  3.559  1.320
H  -1.204  -5.750  -4.667
H  2.330  2.893  -2.384
H  3.401  4.487  1.987
H  -0.151  1.944  -1.119
H  -3.637  -2.731  -0.488
H  1.344  -2.528  -6.046
H  3.351  -1.486  -2.391
H  -0.141  -6.831  -2.702
H  4.718  5.311  1.167
H  1.751  3.082  0.627
H  -1.041  -4.251  5.445
H  -2.795  3.170  1.154
H  -0.063  -4.454  1.670
H  0.086  -0.299  5.587
H  0.483  3.883  4.213
H  4.065  4.253  -0.997
H  -2.227  -3.527  -4.476
H  0.536  6.232  4.980
H  1.699  -1.709  -2.941
H  3.457  -1.866  -4.784
H  0.111  -1.318  -6.367
H  0.370  -6.307  0.083
H  -3.479  4.677  2.691
H  -0.642  1.830  4.605
H  -3.223  6.977  3.536
H  -2.261  -2.308  -2.370
H  2.740  5.185  -0.339
H  -1.723  -3.994  3.040
H  2.970  0.928  -2.407

Results
* expectation value of S²: 3.77
* total charge: +3
* LUMO (alpha / beta): -9.649 / -11.694 eV
* F_max: 0.70 eV/Å
* frontier orbital gap (alpha / beta): 6.42 / 4.37 eV
* HOMO (alpha / beta): -16.069 / -16.066 eV
* multiplicity: 4

---

Entry from the OMol25 dataset: a 3-piece molecular cluster, C21H32ClNO8P2S overall in a non-equilibrium geometry (ωB97M-V with the def2-TZVPD basis set).

Cartesian coordinates (Å):
Cl  7.760  1.535  -2.767
S  1.303  3.235  -0.246
P  -1.400  -4.485  -0.584
P  -4.108  -1.371  4.940
O  -2.782  -4.744  0.268
O  -1.224  -2.992  -0.856
O  -5.541  -2.286  5.184
O  -3.433  -2.599  4.080
O  -0.533  -4.307  0.895
O  -3.703  -1.461  6.409
O  -2.242  -4.700  -2.065
O  -2.739  -0.385  4.580
N  3.373  3.715  -2.578
C  3.321  1.283  -3.597
C  -2.795  -5.810  1.216
C  2.754  -0.175  -3.543
C  0.038  5.739  -1.288
C  0.864  -4.575  0.781
C  4.392  3.989  -1.515
C  1.265  0.433  -1.327
C  1.167  4.687  -1.419
C  -3.005  1.014  4.647
C  -0.014  6.910  -2.314
C  1.068  6.943  -3.448
C  2.850  2.333  -2.526
C  -3.053  -2.341  2.729
C  1.766  -0.578  -2.411
C  -3.274  -3.779  -2.382
C  6.453  2.864  -2.837
C  5.607  2.944  -1.468
C  1.822  1.873  -1.420
C  -5.441  -3.489  5.930
C  2.290  4.730  -2.527
C  2.215  5.896  -3.580
H  3.005  5.909  -4.401
H  -0.835  7.700  -2.204
H  -2.639  -5.400  2.216
H  -6.325  -4.093  5.713
H  -4.555  -4.064  5.657
H  -0.718  5.603  -0.431
H  5.793  2.582  -3.727
H  -1.977  -2.156  2.691
H  -3.758  1.285  3.904
H  6.991  3.855  -3.085
H  3.970  4.061  -0.454
H  0.526  0.123  -0.520
H  5.293  1.903  -1.077
H  -3.585  -1.481  2.318
H  -2.021  -6.549  1.001
H  -3.354  1.287  5.647
H  1.019  -5.613  0.479
H  -3.770  -6.300  1.185
H  -2.083  1.555  4.429
H  0.972  7.797  -4.196
H  1.320  -3.902  0.049
H  3.111  -0.883  -4.360
H  4.074  1.542  -4.427
H  6.347  3.351  -0.674
H  -3.905  -4.233  -3.150
H  1.347  -1.635  -2.374
H  -5.429  -3.267  6.999
H  -2.845  -2.861  -2.787
H  1.330  -4.416  1.754
H  -3.278  -3.219  2.123
H  4.852  5.025  -1.745
H  -3.896  -3.551  -1.515

Results
* SMILES: ClCCCN1c2ccccc2Sc2ccccc21.COP(=O)(OC)OC.COP(=O)(OC)OC
* LUMO: -3.155 eV
* F_max: 9.79 eV/Å
* frontier orbital gap: 4.98 eV
* HOMO: -8.131 eV

---

Entry from the OMol25 dataset: a 2-piece molecular cluster, Cl2H4Si2 overall in a non-equilibrium geometry (ωB97M-V with the def2-TZVPD basis set).

Cartesian coordinates (Å):
Cl  1.220  0.734  -0.998
Cl  -2.832  2.390  0.764
Si  2.199  -0.800  -0.120
Si  -3.990  0.972  -0.221
H  3.458  -0.302  0.418
H  2.223  -1.773  -1.199
H  -3.552  -0.235  0.429
H  1.273  -0.986  0.926

Results
* LUMO: -0.891 eV
* F_max: 1.81 eV/Å
* frontier orbital gap: 7.97 eV
* HOMO: -8.865 eV

---

Entry from the OMol25 dataset: C5H6F2S as an isolated structure in a non-equilibrium geometry (ωB97M-V with the def2-TZVPD basis set).

Cartesian coordinates (Å):
S  -1.450  0.905  1.283
F  -0.914  -2.049  -0.732
F  1.425  1.372  0.324
C  1.203  -1.066  0.012
C  -0.234  -1.436  0.322
C  0.849  0.863  -2.002
C  0.751  0.401  -0.533
C  -0.459  0.052  0.294
H  0.318  0.116  -2.627
H  2.113  -1.566  -0.481
H  1.891  0.961  -2.470
H  1.699  -0.650  1.013
H  0.405  1.830  -2.141
H  -0.478  -1.956  1.294

Results
* LUMO: -0.941 eV
* F_max: 4.40 eV/Å
* frontier orbital gap: 8.18 eV
* HOMO: -9.119 eV

---

Entry from the OMol25 dataset: a 3-piece molecular cluster, C2H10NO2S overall in a non-equilibrium geometry (ωB97M-V with the def2-TZVPD basis set).

Cartesian coordinates (Å):
S  -0.891  -1.022  -0.541
O  1.552  3.202  0.407
O  -2.853  1.143  -1.873
N  1.692  -2.124  1.090
C  1.159  -0.763  1.374
C  0.389  -0.080  0.227
H  2.010  -0.121  1.629
H  1.387  2.482  1.072
H  1.140  0.292  -0.549
H  -2.066  0.612  -1.705
H  -3.490  0.414  -1.604
H  1.878  -2.346  0.121
H  0.583  -0.857  2.330
H  0.988  -2.840  1.356
H  0.237  0.873  0.719
H  0.868  3.011  -0.228

Results
* total charge: -1
* LUMO: 3.894 eV
* F_max: 2.31 eV/Å
* frontier orbital gap: 6.95 eV
* HOMO: -3.052 eV